Entry 1:
Formula: C32H70AlN3OP
Source: the Open Molecules 2025 dataset
Level of theory: wB97M-V/def2-TZVPD

```
108
Properties=species:S:1:pos:R:3:forces:R:3:lowdin_charge:R:1
C 2.704271 4.061956 -0.251328 -0.0359 0.0020 -0.0307 -0.05
C 2.345752 2.591391 -0.268346 -0.0171 0.1361 -0.1561 -0.62
O 2.674906 1.882113 0.673017 0.3290 -0.2354 0.1898 0.00
N 1.688576 2.161108 -1.385877 -0.0698 -0.4116 0.3812 -0.11
C 1.643575 0.696708 -1.523502 -0.1284 0.2726 -0.6226 -0.13
Al -0.000283 2.949853 -1.685331 -0.0997 0.5171 0.0687 0.22
P -0.587570 2.286385 -3.903716 1.0283 0.1781 -0.0959 0.50
N 0.623691 2.573590 -4.925313 -0.2554 -0.0578 0.0196 -0.43
C -1.375064 2.352057 -0.345478 0.0936 -0.2321 -0.2181 -0.23
C -2.606450 1.820205 -0.734558 0.0650 0.0963 0.1799 -0.12
C -3.550757 1.453951 0.212279 -0.2352 -0.2002 -0.2036 -0.18
N -3.382230 1.543860 1.528896 0.1899 0.2427 -0.1052 0.04
C -2.210473 2.058221 1.908222 0.0573 -0.0261 0.0971 -0.17
C -1.209949 2.455877 1.037014 0.0267 0.0179 -0.0151 -0.09
H 2.614439 4.507196 -1.234697 -0.1019 0.1260 -0.0559 0.05
H 2.058183 4.584545 0.450080 -0.0265 0.1320 0.0503 0.07
H 3.730544 4.147814 0.095231 0.0723 -0.0144 0.1130 0.07
H 0.622339 0.318797 -1.425576 -0.0218 -0.2142 0.2541 0.07
H 2.307005 0.199228 -0.825297 -0.0762 0.0013 0.2601 0.06
H 1.962879 0.452415 -2.538073 -0.0020 -0.0265 -0.1038 0.07
H 0.116881 4.546846 -1.659986 -0.0221 0.0041 -0.0769 -0.06
H -0.955106 0.916837 -3.963038 -0.4616 0.0439 -0.0691 -0.08
H -1.788039 2.912299 -4.326298 -0.2433 -0.3048 0.0016 -0.08
H 1.382958 2.988952 -4.395798 0.0806 0.0239 -0.0289 -0.11
H -2.846280 1.684322 -1.781928 -0.0507 -0.0096 -0.0926 0.08
H -4.500159 1.049936 -0.120290 -0.1301 -0.0724 0.0267 0.09
H -2.051822 2.157761 2.975948 -0.0271 -0.0385 0.1483 0.09
H -0.286713 2.838123 1.453328 0.0740 0.0410 0.0700 0.09
C -3.212794 0.588033 9.445130 -0.0801 -0.0204 -0.0245 -0.12
C -3.719321 -0.219108 8.253081 0.0543 -0.0179 0.0614 -0.27
C -2.756750 -0.224861 7.066992 -0.0048 -0.0157 -0.0326 -0.23
C -2.476039 1.150872 6.460848 0.0208 0.0314 0.0377 -0.23
C -3.715606 1.904446 5.982030 -0.0176 -0.0271 -0.0780 -0.27
C -4.472433 1.181857 4.870959 -0.0028 0.0453 0.1360 -0.10
H -3.086436 1.641602 9.192665 0.0148 0.0059 -0.0024 0.06
H -3.912785 0.532617 10.280570 0.0125 0.0035 0.0134 0.07
H -2.249161 0.207175 9.790424 0.0224 0.0198 -0.0086 0.07
H -4.695185 0.163041 7.941797 -0.0016 -0.0025 -0.0228 0.10
H -3.885326 -1.252550 8.569819 -0.0234 -0.0022 -0.0034 0.10
H -3.151708 -0.888993 6.293992 0.0017 0.0103 -0.0117 0.10
H -1.805994 -0.665803 7.383972 -0.0021 -0.0052 0.0148 0.11
H -1.792393 1.022593 5.616399 -0.0063 0.0036 -0.0166 0.11
H -1.940647 1.768976 7.187828 0.0046 -0.0136 0.0058 0.10
H -3.400571 2.884697 5.614318 -0.0094 0.0153 0.0092 0.10
H -4.387317 2.098802 6.824437 0.0232 0.0080 0.0173 0.09
H -3.831127 1.007344 4.007688 -0.0530 -0.0382 -0.0534 0.04
H -5.320074 1.777706 4.530049 0.0018 -0.0134 -0.0341 0.05
H -4.863273 0.219347 5.208322 0.0053 -0.0030 0.0035 0.07
C 6.474980 -4.591280 -1.137758 -0.0059 -0.0033 -0.0937 -0.11
C 6.034751 -3.442270 -2.040167 0.1015 0.0171 0.0836 -0.28
C 5.064740 -2.470820 -1.372408 -0.0215 0.0292 -0.0279 -0.22
C 3.734009 -3.089529 -0.945230 -0.0047 -0.0305 0.0236 -0.22
C 2.954003 -3.761527 -2.074928 -0.0330 0.0660 -0.0132 -0.26
C 2.570401 -2.800817 -3.196830 -0.0100 -0.1131 0.0301 -0.10
H 5.631454 -5.216757 -0.841951 -0.0079 0.0044 0.0203 0.06
H 7.195911 -5.233223 -1.647809 0.0078 -0.0059 0.0131 0.06
H 6.948745 -4.212021 -0.229831 -0.0250 -0.0026 0.0264 0.07
H 5.592433 -3.845951 -2.954609 -0.0129 0.0125 -0.0063 0.08
H 6.921017 -2.882761 -2.353197 -0.0045 0.0009 -0.0355 0.10
H 4.874809 -1.637528 -2.054048 -0.0135 0.0083 0.0140 0.10
H 5.544890 -2.031695 -0.492596 0.0109 -0.0064 0.0024 0.11
H 3.115606 -2.302179 -0.504966 -0.0216 -0.0009 -0.0109 0.11
H 3.903692 -3.818338 -0.146947 0.0234 0.0036 0.0002 0.10
H 2.045653 -4.198622 -1.651873 -0.0062 -0.0162 -0.0136 0.10
H 3.528145 -4.596900 -2.488326 0.0151 -0.0120 0.0330 0.09
H 1.978903 -1.971718 -2.805810 0.0194 0.0392 -0.0315 0.06
H 1.976017 -3.308032 -3.958235 -0.0101 0.0222 -0.0122 0.07
H 3.449912 -2.384046 -3.690654 -0.0054 0.0264 -0.0002 0.06
C -7.856233 1.503983 1.294427 0.0038 0.0573 -0.0325 -0.11
C -7.948133 3.005995 1.546157 0.0491 -0.0541 -0.0056 -0.26
C -7.955220 3.374529 3.028200 -0.0142 0.0435 0.0109 -0.22
C -9.134237 2.814511 3.825518 0.0208 -0.0317 -0.0039 -0.23
C -10.512114 3.211589 3.298896 -0.0194 0.0494 0.0639 -0.27
C -10.761624 4.716883 3.321199 -0.0327 -0.0595 -0.0535 -0.12
H -8.720886 0.970134 1.693686 0.0031 -0.0012 0.0135 0.06
H -7.807204 1.294684 0.224996 0.0122 -0.0251 -0.0012 0.07
H -6.956563 1.092675 1.756858 0.0002 -0.0179 0.0122 0.07
H -8.837457 3.408234 1.051216 -0.0048 0.0220 0.0176 0.10
H -7.091669 3.494670 1.076207 0.0007 0.0045 -0.0146 0.11
H -7.933074 4.463949 3.123511 -0.0075 -0.0008 0.0110 0.10
H -7.027512 3.016167 3.483360 0.0105 -0.0001 -0.0212 0.09
H -9.041813 3.149595 4.863884 -0.0138 0.0047 0.0061 0.11
H -9.067842 1.723574 3.856618 0.0121 -0.0014 -0.0065 0.10
H -11.272723 2.716835 3.909358 -0.0112 -0.0127 -0.0169 0.10
H -10.647263 2.834533 2.281623 0.0131 -0.0162 -0.0038 0.10
H -10.654933 5.113416 4.333254 0.0250 0.0141 0.0018 0.07
H -11.769523 4.950981 2.974708 -0.0030 0.0161 0.0112 0.07
H -10.062055 5.250029 2.676303 0.0132 0.0079 0.0076 0.06
C 9.087233 -5.383979 -7.920654 -0.0293 0.0646 -0.0440 -0.11
C 9.110529 -3.873626 -7.703582 0.0602 -0.0609 -0.0002 -0.27
C 9.182860 -3.470427 -6.232046 -0.0241 0.0526 -0.0002 -0.23
C 7.995781 -3.926448 -5.382472 0.0051 -0.0889 0.0092 -0.23
C 6.629245 -3.446899 -5.866852 -0.0170 0.1115 0.0425 -0.27
C 6.480826 -1.928260 -5.858548 -0.0375 -0.0612 -0.0450 -0.10
H 8.205454 -5.841879 -7.470588 0.0010 -0.0080 0.0112 0.06
H 9.074366 -5.625077 -8.984583 0.0072 -0.0171 -0.0002 0.07
H 9.970811 -5.853002 -7.482173 -0.0075 -0.0148 0.0253 0.07
H 8.231653 -3.423852 -8.172848 -0.0057 0.0182 0.0132 0.10
H 9.977810 -3.454368 -8.220673 -0.0099 0.0149 -0.0174 0.10
H 9.281379 -2.383456 -6.167544 -0.0108 0.0016 0.0066 0.10
H 10.099688 -3.880752 -5.796228 0.0083 -0.0088 -0.0113 0.11
H 8.148692 -3.574854 -4.357691 -0.0152 0.0030 0.0084 0.10
H 7.988123 -5.019106 -5.324969 0.0128 -0.0003 0.0033 0.10
H 5.863024 -3.876421 -5.217325 -0.0152 -0.0336 -0.0249 0.09
H 6.423963 -3.829999 -6.870674 0.0237 -0.0256 -0.0004 0.10
H 6.652628 -1.527590 -4.857103 0.0189 0.0097 0.0028 0.07
H 5.477711 -1.632287 -6.166670 -0.0044 0.0196 0.0161 0.07
H 7.186067 -1.448812 -6.539487 0.0142 0.0104 0.0104 0.06
```
Positions in Å, forces in eV/Å.

Results
Total energy: -2084.66374 Ha
Highest occupied orbital energy: -4.98 eV
Net charge: -1
Orbital gap: 7.322 eV

---

Entry 2:
Formula: F6H16O8P
Source: the Open Molecules 2025 dataset
Level of theory: wB97M-V/def2-TZVPD

```
31
Properties=species:S:1:pos:R:3:forces:R:3:nbo_charge:R:1
P 9.182563 7.406670 8.395559 -0.1922 -0.7037 0.0583 2.61
F 8.532236 7.888720 9.768699 -1.2257 -0.1850 0.4014 -0.59
F 10.453620 6.969058 9.300202 0.6475 0.4523 -0.9912 -0.59
F 8.663863 5.841370 8.544807 -0.1971 0.6140 -0.0304 -0.61
F 9.913610 7.019775 7.000193 0.2061 -0.3605 0.3835 -0.60
F 7.810828 7.725178 7.571873 -0.3079 -0.1800 0.0516 -0.61
F 9.610806 8.931011 8.130496 0.8558 0.3446 0.1791 -0.59
O 10.734068 3.756670 9.729162 -0.9682 0.4869 0.8111 -0.96
H 11.311078 3.923698 8.999651 0.5025 0.2454 -0.7033 0.46
H 10.194286 4.575959 9.798046 0.4263 -0.7025 -0.1353 0.50
O 6.608766 5.094114 11.383926 -0.4849 -0.1449 -0.5150 -0.95
H 6.518770 5.991189 11.714248 0.0111 0.3379 0.2124 0.48
H 6.003718 5.134410 10.623122 0.3807 -0.1931 0.3060 0.46
O 4.719164 7.242477 8.694983 0.8884 0.8413 -0.7896 -0.98
H 5.382663 6.689734 8.214691 -0.5213 0.4460 0.2074 0.51
H 4.945654 8.169530 8.409248 -0.2259 -1.1845 0.2919 0.50
O 10.338919 7.425328 4.304867 -1.1586 -0.6601 -1.1961 -0.96
H 9.673965 7.171805 4.954134 0.1619 0.0457 0.1141 0.49
H 11.013893 7.833919 4.804415 1.0240 0.6309 0.9636 0.47
O 6.178861 5.218879 6.790131 -0.3442 0.9687 -0.5223 -0.96
H 5.626076 4.501162 7.058339 -0.4118 -0.7616 0.2553 0.47
H 7.027182 5.089488 7.197597 0.8169 -0.0628 0.4737 0.50
O 5.508235 8.026065 11.235778 0.0350 -0.0603 0.3586 -1.01
H 6.441579 8.302396 11.229960 -0.6296 -0.2768 -0.6775 0.48
H 5.204842 7.703247 10.351434 0.7820 0.2794 0.4428 0.50
O 5.033045 8.080939 4.815017 -0.9499 1.8459 2.2384 -0.95
H 5.754162 7.588076 4.504423 1.5932 -1.1965 -0.6666 0.47
H 5.364504 8.447793 5.687609 -0.6323 -0.6259 -1.5328 0.48
O 6.345822 10.209657 7.830577 0.3396 1.1972 0.7649 -0.96
H 7.203946 9.799038 7.697659 0.2244 -0.6108 -0.1685 0.49
H 6.609256 10.982803 8.385246 -0.6459 -0.8271 -0.5854 0.47
```
Positions in Å, forces in eV/Å.

Results
Total energy: -1552.41351 Ha
Highest occupied orbital energy: -8.39 eV
Net charge: -1
Orbital gap: 11.248 eV

---

Question: The highest orbital gap belongs to which entry?
Answer: F6H16O8P